(1)
20
Properties=species:S:1:pos:R:3 method="wB97M-V/def2-TZVPD" e_tot_ev=-27519.084 gap_ha=0.3612 de_lowest_kj_mol=39.8 smiles=NCCS.CCS
C -0.27 1.62 -1.84
C -0.37 2.65 -0.73
S 1.27 2.78 0.06
H 0.28 0.75 -1.49
H 0.27 2.03 -2.69
H -1.25 1.29 -2.20
H -0.67 3.62 -1.13
H -1.08 2.36 0.03
H 0.99 3.85 0.82
C -1.01 -1.57 1.32
C -0.05 -1.62 0.15
S 0.51 -3.34 -0.12
N -1.64 -0.25 1.39
H -1.73 -2.40 1.24
H -0.44 -1.73 2.24
H -0.51 -1.28 -0.77
H 0.82 -1.01 0.38
H 1.32 -3.07 -1.15
H -1.93 0.03 0.46
H -2.49 -0.28 1.95

(2)
21
Properties=species:S:1:pos:R:3 method="wB97M-V/def2-TZVPD" e_tot_ev=-38353.951 gap_ha=0.3147 de_lowest_kj_mol=35.6 smiles=CSSC.NCCS
C 1.11 -0.34 2.93
C -0.03 -0.58 1.97
S -0.64 0.93 1.10
N 1.62 -1.64 3.41
H 1.95 0.20 2.36
H 0.78 0.37 3.75
H 0.30 -1.31 1.20
H -0.88 -0.96 2.49
H -0.62 0.37 -0.16
H 2.48 -1.48 3.94
H 0.89 -2.02 4.01
C -0.99 -1.58 -2.94
S 0.10 -0.14 -2.57
S -1.22 1.37 -3.01
C -0.43 2.93 -2.44
H -1.85 -1.68 -2.30
H -1.35 -1.58 -3.96
H -0.43 -2.54 -2.82
H 0.51 3.05 -3.01
H -1.10 3.81 -2.60
H -0.21 2.82 -1.36

(3)
21
Properties=species:S:1:pos:R:3 method="wB97M-V/def2-TZVPD" e_tot_ev=-38354.244 gap_ha=0.3171 de_lowest_kj_mol=7.3 smiles=CCSS.NCCS
C 2.32 0.26 -2.16
C 1.74 0.85 -0.88
S 0.72 2.32 -1.28
S 0.19 2.80 0.70
H 2.89 1.01 -2.70
H 1.56 -0.17 -2.81
H 3.01 -0.54 -1.88
H 2.55 1.21 -0.25
H 1.13 0.14 -0.33
H -0.59 3.81 0.27
C -0.26 -1.89 1.37
C -1.19 -2.81 0.57
S -2.81 -2.04 0.41
N 1.09 -2.41 1.38
H -0.32 -0.89 0.93
H -0.63 -1.78 2.39
H -0.74 -2.97 -0.40
H -1.30 -3.77 1.07
H -3.40 -2.98 -0.32
H 1.76 -1.85 0.89
H 1.45 -2.57 2.32